The following is a DFT calculation (wB97M-V/def2-TZVPD) of 2 unconnected molecules or ions with the total composition C2H8N2 at a distorted geometry.

```
! RIJCOSX wB97M-V def2-TZVPD def2/J DEFGRID3
* xyz 0 1
C 1.5385 -3.4157 0.3492
N 1.6394 -4.0710 -0.7421
H 0.7378 -2.6741 0.2508
H 2.3471 -3.3944 1.0940
H 2.2063 -4.9089 -0.5714
C -1.1594 3.2742 0.7998
N -1.6261 3.3479 -0.6510
H -1.9399 3.3144 1.5535
H -0.3223 3.8800 1.1224
H -0.8621 2.2044 0.8434
H -2.5411 2.8998 -0.5201
H -2.0531 4.2882 -0.6446
*
```

Summary:
Kohn-Sham gap: 10.984 eV
F_max: 0.063 hartree/bohr